Here is a cluster of 6 separate species, H12O6 in total from OMol25. Energies are from ωB97M-V/def2-TZVPD.

Cartesian coordinates (Å):
O  0.93705  -1.56010  0.43855
H  0.45536  -0.76327  0.66052
H  0.94050  -1.57971  -0.51844
O  0.88260  4.78911  4.30702
H  1.35142  4.52857  5.09983
H  0.31972  4.04185  4.10455
O  0.08862  -0.87905  -4.66665
H  -0.22979  -1.60123  -5.20822
H  0.67824  -0.39032  -5.24086
O  -1.20415  2.87404  -0.46072
H  -0.99613  3.80484  -0.54184
H  -0.72413  2.45759  -1.17653
O  2.76824  -5.53999  -3.68456
H  2.37552  -5.26031  -4.51147
H  3.49747  -4.93506  -3.54850
O  -3.63321  0.35946  5.12383
H  -4.49382  -0.04016  4.99776
H  -3.01346  -0.30634  4.82575

Force components x, y, z for each atom (eV/Å):
O 0.111 -0.143 0.161
H -0.133 0.213 0.095
H 0.004 -0.058 -0.269
O 0.042 0.203 -0.122
H 0.133 -0.027 0.203
H -0.184 -0.177 -0.090
O -0.013 0.047 0.242
H -0.134 -0.200 -0.097
H 0.155 0.162 -0.125
O -0.114 -0.141 0.167
H 0.029 0.258 0.032
H 0.094 -0.136 -0.199
O -0.073 -0.167 0.111
H -0.126 0.031 -0.201
H 0.201 0.134 0.091
O 0.057 0.208 0.094
H -0.240 -0.060 -0.021
H 0.190 -0.150 -0.073

Summary:
HOMO-LUMO gap	11.777	eV
energy	-458.60390	hartree
relative energy (zero: lowest compared OMol25 entry of this formula, charge and spin)	180.0	kJ/mol
highest occupied orbital energy	-11.47	eV
SMILES string	O.O.O.O.O.O

These are the Löwdin partial charges, in e, on atoms 1 to 8:
1. O -0.0524
2. H 0.0255
3. H 0.0263
4. O -0.0555
5. H 0.0274
6. H 0.0281
7. O -0.0546
8. H 0.0278

---

Here is a cluster of 2 separate species, C9H8O2 in total at a distorted geometry from OMol25. Energies are from ωB97M-V/def2-TZVPD.

Cartesian coordinates (Å):
C  -1.59909  -2.03594  0.38833
C  -2.58359  -1.07344  -0.01314
C  -0.25935  -1.76191  0.45483
C  -2.11172  0.14034  -0.30258
C  0.15597  -0.42216  0.26882
C  -0.75201  0.51398  -0.15304
C  1.32222  1.62124  0.08538
C  1.34143  0.35509  0.35951
C  -0.14171  1.85489  -0.24727
O  3.93154  -0.52374  -0.79806
O  3.67588  -0.18919  0.51620
H  -1.83419  -3.02977  0.81681
H  -3.69569  -1.32053  0.08845
H  0.45862  -2.56675  0.81776
H  -2.85394  0.92823  -0.55395
H  2.08432  2.45739  0.28747
H  -0.28706  2.19771  -1.25779
H  -0.56264  2.52689  0.42235
H  3.71099  0.32767  -1.18007

Force components x, y, z for each atom (eV/Å):
C -0.705 -0.947 0.523
C -0.488 -3.047 1.470
C 1.524 -0.160 0.961
C -0.258 3.481 -0.689
C -0.438 -1.098 -0.686
C -2.190 -0.860 0.301
C 0.351 2.538 0.400
C 3.245 -1.779 0.936
C 0.884 -0.531 -1.442
O -0.291 0.248 1.376
O -0.708 -0.408 -0.627
H -0.453 0.620 -0.775
H 1.832 0.440 -0.482
H -0.977 1.285 -0.591
H 0.652 -0.420 0.042
H -1.224 -1.691 -0.585
H 0.041 0.587 -0.499
H -0.953 1.434 1.221
H 0.156 0.308 -0.854

Summary:
HOMO-LUMO gap (spin up / spin down)	9.004 / 8.248	eV
energy	-497.95744	hartree
relative energy (zero: lowest compared OMol25 entry of this formula, charge and spin)	730.9	kJ/mol
highest occupied orbital energy (spin up / spin down)	-8.91 / -8.70	eV

These are the Löwdin partial charges, in e, on atoms 1 to 8:
1. C -0.0962
2. C -0.0918
3. C -0.0292
4. C -0.0589
5. C -0.1718
6. C -0.1858
7. C -0.0646
8. C 0.0540